(1)
Computed, not measured: a structure of composition C26H28AuNOSSbTe, with the ωB97M-V functional and the def2-TZVPD basis.

Last column: Löwdin spin population.
Geometry (Å):
Au -0.9038 -0.7920 1.5519  0.3444
O 1.5743 -1.5235 1.5426  0.0211
C 2.1005 -1.4264 2.8643  0.0009
C 1.2598 -0.5164 3.7294  0.0064
C 1.8268 -0.0260 4.8964  0.0026
C 1.0930 0.7945 5.7312  0.0007
C -0.2127 1.1165 5.3818  0.0013
C -0.7273 0.5935 4.2215  0.0027
N -0.0092 -0.2104 3.4045  0.0549
H 1.8940 -2.3362 1.1309  -0.0001
H 3.1154 -1.0260 2.8322  0.0003
H 2.1507 -2.4135 3.3326  0.0000
H 2.8461 -0.2952 5.1421  0.0005
H 1.5309 1.1836 6.6410  0.0001
H -0.8224 1.7618 5.9980  0.0003
H -1.7416 0.8122 3.9161  -0.0004
S -1.6933 -0.9332 -0.6279  0.8276
Sb -0.2272 0.5943 -1.8321  0.0403
C -1.2852 1.0451 -3.5675  0.0075
C -1.9354 -0.0032 -4.2161  0.0021
C -2.6295 0.2747 -5.3827  0.0003
C -2.6629 1.5723 -5.8798  0.0011
C -2.0009 2.6027 -5.2248  0.0013
C -1.2978 2.3498 -4.0554  0.0007
C 0.3299 2.1908 -0.6265  0.0066
C -0.3141 3.4212 -0.7470  0.0000
C 0.1532 4.4860 0.0105  0.0014
C 1.2300 4.3112 0.8704  -0.0006
C 1.8481 3.0717 0.9944  0.0012
C 1.4031 1.9939 0.2435  0.0031
C 1.4053 -0.6586 -2.2161  0.0213
C 2.5803 -0.0384 -2.6260  0.0023
C 3.6668 -0.8375 -2.9600  0.0026
C 3.5668 -2.2202 -2.8855  0.0004
C 2.3855 -2.8246 -2.4703  0.0015
C 1.2883 -2.0450 -2.1320  0.0153
H -1.9049 -1.0188 -3.8383  0.0001
H -3.1422 -0.5219 -5.9045  0.0000
H -3.1988 1.7804 -6.7960  0.0001
H -2.0211 3.6058 -5.6285  0.0001
H -0.7519 3.1499 -3.5748  0.0001
H -1.1675 3.5583 -1.3973  0.0000
H -0.3250 5.4524 -0.0750  0.0001
H 1.5924 5.1509 1.4483  0.0000
H 2.6910 2.9507 1.6621  0.0001
H 1.8972 1.0324 0.3159  0.0006
H 2.6644 1.0400 -2.6972  0.0004
H 4.5873 -0.3741 -3.2884  0.0002
H 4.4113 -2.8340 -3.1687  0.0000
H 2.3130 -3.9034 -2.4289  0.0004
H 0.3589 -2.5230 -1.8412  0.0127
C -1.8975 -4.2655 2.3490  0.0416
Te -2.6343 -2.4406 3.1243  0.4965
C -4.4945 -2.5290 2.1230  0.0433
H -1.9075 -4.2232 1.2628  0.0057
H -2.5622 -5.0530 2.7019  0.0105
H -0.8942 -4.4287 2.7326  -0.0005
H -5.0500 -3.3425 2.5885  0.0125
H -4.3366 -2.7257 1.0659  0.0041
H -5.0128 -1.5866 2.2787  -0.0003

Atoms 1-6, force components in eV/Å:
0.3 0.2 -0.4
-0.2 0.0 0.1
0.0 0.0 -0.1
0.0 0.0 0.0
0.0 0.0 0.0
0.0 0.0 0.0

HOMO (spin up / spin down) = -16.97 / -16.98 eV
2S+1 = 3
Energy = -2178.6416 a.u.
Net charge = +3
ΔE to the lowest compared entry with this formula, charge and spin = 0.00 kJ/mol
<S²> = 2.01

---

(2)
Computed, not measured: an isolated molecule of C5H10N2O, with the ωB97M-V functional and the def2-TZVPD basis.

Last column: Mulliken charge in e.
Geometry (Å):
C -1.2030 0.9843 0.2762  -0.4940
C 1.0046 -1.1665 -1.8261  -1.2224
C -0.2110 -1.9007 0.2748  -1.3358
C -0.4604 2.2273 0.7782  0.4421
C 0.0741 -0.7935 -0.7112  1.0094
N 0.5637 1.9315 1.6137  -0.3474
N -0.3605 0.3892 -0.7145  -0.4551
O -0.7450 3.3573 0.4663  -0.6025
H 0.8571 0.9824 1.7733  0.1860
H 1.1702 2.6750 1.9110  0.2249
H -2.1120 1.3241 -0.2262  0.2885
H -1.4695 0.3444 1.1322  0.3040
H 1.9141 -1.6017 -1.4209  0.3198
H 1.2454 -0.2864 -2.4118  0.3458
H 0.5371 -1.9076 -2.4711  0.3044
H -1.1099 -1.7138 0.8553  0.3730
H 0.6318 -2.0048 0.9592  0.2863
H -0.3266 -2.8403 -0.2584  0.3731

Atoms 1-6, force components in eV/Å:
-0.3 0.1 0.2
0.0 0.0 0.0
-0.2 0.4 0.1
-0.2 -0.3 0.0
0.1 -0.2 -0.1
0.3 -0.2 0.3

HOMO = -9.33 eV
Energy = -381.2726 a.u.
SMILES = CC(C)=NCC(N)=O
ΔE to the lowest compared entry with this formula, charge and spin = 33.81 kJ/mol

---

(3)
Computed, not measured: an isolated molecule of C7H6 in a non-equilibrium geometry, with the ωB97M-V functional and the def2-TZVPD basis.

Last column: Mulliken charge in e.
Geometry (Å):
C 3.1631 0.4047 -0.2739  -0.4663
C 2.0800 0.0852 0.2603  -0.0160
C 0.0172 -1.0807 -0.4461  -0.3105
C -1.1490 -0.2722 0.1524  -0.6061
C 1.1116 -0.7681 0.4762  -0.2071
C -1.0686 1.1726 0.0685  -0.4829
C -0.9619 2.3643 0.1293  0.0265
H -0.2096 -2.1689 -0.4307  0.2919
H 0.1920 -0.7714 -1.5858  0.3223
H -1.8279 -0.5458 -0.7733  0.2034
H -1.4740 -0.5690 1.0936  0.4218
H 1.1591 -1.2121 1.4223  0.3441
H -1.0321 3.3614 -0.0928  0.4788

Atoms 1-6, force components in eV/Å:
1.6 0.7 -0.6
-0.5 0.3 -0.2
0.9 0.1 -1.5
-1.5 0.0 -5.2
0.7 -0.1 -1.0
0.7 0.0 0.6

HOMO = -9.69 eV
Energy = -270.0522 a.u.
ΔE to the lowest compared entry with this formula, charge and spin = 482.84 kJ/mol

---

(4)
Computed, not measured: a cluster of 2 separate species, C4H10O in total, with the ωB97M-V functional and the def2-TZVPD basis.

Last column: Mulliken charge in e.
Geometry (Å):
C -2.1068 0.3915 0.5218  -1.1659
C -1.2199 -0.3908 -0.4500  -0.1873
C 0.1833 0.1164 -0.4532  -0.3543
O 1.1437 -0.7423 -0.5638  -0.2345
C 2.4335 -0.4953 -0.5526  -0.5409
H -2.1141 1.4593 0.2738  0.2952
H -3.1408 0.0338 0.4832  0.3496
H -1.7405 0.2894 1.5485  0.3127
H -1.6591 -0.3326 -1.4590  0.2535
H -1.2000 -1.4527 -0.1798  0.2283
H 1.2284 0.5229 1.5238  -0.0292
H 0.4277 1.1682 -0.5952  0.4669
H 2.7646 0.5091 -0.7961  0.3153
H 1.9531 0.2930 1.4094  0.0641
H 3.0469 -1.3698 -0.7109  0.2267

Atoms 1-6, force components in eV/Å:
0.0 0.0 0.0
0.0 -0.1 0.0
-0.3 0.3 0.0
-0.1 -0.4 0.0
0.4 0.1 -0.2
0.0 -0.2 0.0

HOMO (spin up / spin down) = -7.14 / -7.32 eV
Energy = -233.4806 a.u.
ΔE to the lowest compared entry with this formula, charge and spin = 431.40 kJ/mol

---

(5)
Computed, not measured: an isolated molecule of C8H6N2S2 in a non-equilibrium geometry, with the ωB97M-V functional and the def2-TZVPD basis.

Last column: Mulliken charge in e.
Geometry (Å):
C -1.7326 -1.3946 0.5080  0.3120
C -0.4325 -0.5824 0.5977  -0.0281
C 0.3345 -0.5979 1.6765  -0.2506
C 1.4432 0.6998 0.0579  0.3180
C 2.2870 1.3276 -0.8616  -0.3335
C 1.6639 1.9447 -1.9140  -0.2773
C -0.2254 0.6893 -1.5553  0.3150
C 0.2165 0.2524 -0.3681  0.0690
H -3.2738 -2.3956 1.5386  0.2153
H -2.1891 -1.3982 2.4919  0.1994
H 0.1739 -1.1116 2.6449  0.3054
H 3.2802 1.7008 -0.4700  0.2852
H 2.2576 2.4957 -2.7089  0.3262
H -1.1932 0.2521 -1.7009  0.1988
N -2.4859 -1.7181 1.6098  -0.4264
N 0.4358 1.5290 -2.3282  -0.6564
S -2.3655 -1.9491 -0.9282  -0.3797
S 1.8054 0.2560 1.7098  -0.1924

Atoms 1-6, force components in eV/Å:
-1.0 -0.3 -0.7
-2.0 -1.0 0.3
0.2 -1.4 4.0
1.8 -0.1 -0.1
1.1 2.4 2.5
0.4 -1.5 -2.8

HOMO = -8.55 eV
Energy = -1214.3055 a.u.
SMILES = NC(=S)c1csc2ccncc12
ΔE to the lowest compared entry with this formula, charge and spin = 103.54 kJ/mol

---

(6)
Computed, not measured: a structure of composition C5H11O6 in a non-equilibrium geometry, with the ωB97M-V functional and the def2-TZVPD basis.

Last column: Löwdin spin population.
Geometry (Å):
H 1.2155 -1.3404 -1.1235  0.0105
C 1.5326 -0.3586 -0.6906  0.4047
C 0.6508 0.1030 0.4239  0.0433
C -0.7252 -0.4303 0.0950  0.0005
C -1.0062 -1.8266 0.6721  0.0004
C -1.8018 0.5904 0.5536  0.0001
O -1.9538 1.5694 -0.4331  0.0007
O -0.8226 -0.6223 -1.3391  0.0064
O -0.0261 0.3190 -2.0843  0.2678
O 0.5090 1.5316 0.4187  0.0145
O 1.7851 2.1081 0.8690  -0.0007
H 2.4563 1.7405 0.2473  -0.0002
O 2.8094 0.0320 -0.6045  0.1644
H 0.9283 0.3264 -1.6537  0.0718
H 1.0209 -0.2341 1.3951  0.0144
H -0.8354 -1.8650 1.7655  -0.0001
H -2.0587 -2.0703 0.4479  0.0001
H -0.3570 -2.5599 0.1734  0.0007
H -2.7471 0.0366 0.6542  0.0000
H -1.5178 0.9982 1.5380  0.0003
H -2.4159 2.3498 -0.0393  0.0000
H 3.3596 -0.3974 -1.2857  0.0005

Atoms 1-6, force components in eV/Å:
1.1 0.6 0.5
-0.1 -1.9 1.1
0.2 0.4 -0.3
-0.9 0.5 0.1
0.0 0.2 0.0
-0.4 -0.8 0.2

HOMO (spin up / spin down) = -7.99 / -9.45 eV
2S+1 = 2
Energy = -648.2228 a.u.
ΔE to the lowest compared entry with this formula, charge and spin = 245.43 kJ/mol
<S²> = 0.76

---

(7)
Computed, not measured: a cluster of 6 separate species, C5H21NO6 in total in a non-equilibrium geometry, with the ωB97M-V functional and the def2-TZVPD basis.

Last column: Mulliken charge in e.
Geometry (Å):
C -1.7161 -0.7454 -0.7004  -0.5906
O -3.0532 -0.7333 -0.5518  -0.5303
C -0.9685 -0.5494 0.6084  0.8895
C -0.4550 0.9196 1.0010  -0.5983
C 0.8567 0.6816 1.7593  0.0283
C 0.9680 0.5033 3.1003  -0.9015
N 1.9000 0.2689 0.8754  -0.3630
H -1.4114 -1.6533 -1.1777  0.3534
H -1.6203 -0.0167 -1.4641  0.1872
H -3.5372 -1.4544 -0.1351  0.3256
H -0.0145 -1.2036 0.5890  -0.8352
H -1.5438 -0.9153 1.4726  0.4162
H -1.2125 1.5540 1.4721  0.9119
H -0.5581 1.4345 -0.0176  -0.2090
H 0.1383 0.8327 3.8875  0.2164
H 1.9225 0.0793 3.5269  0.2303
H 1.9876 0.8590 0.0768  0.1485
H 2.8403 0.3893 1.3434  0.3103
H -3.0257 0.6251 1.9313  0.3390
H -3.3135 1.1171 0.5735  0.3174
O -3.7244 0.6784 1.2861  -0.5952
H 1.5102 0.8265 -3.6372  0.3102
H 2.6790 1.4505 -2.6220  0.3103
O 1.7848 1.5540 -2.9885  -0.6131
H 2.7982 -2.6974 -1.2654  0.3776
H 1.9871 -1.6011 -2.1354  0.2859
O 2.8669 -2.0901 -2.0053  -0.6468
H 2.5418 -2.1313 0.9189  0.3129
H 1.1739 -2.9123 0.5745  0.2423
O 2.0834 -2.9008 0.5348  -0.6444
H -1.1414 3.0188 -0.6718  0.3668
H -1.2758 2.2383 -2.0305  0.2717
O -0.7496 2.6692 -1.5189  -0.6241

Atoms 1-6, force components in eV/Å:
0.8 -0.9 0.6
-3.6 0.0 -0.9
2.1 -0.1 1.1
-1.0 -0.5 -1.9
-0.5 -0.1 0.2
-0.9 0.8 0.9

HOMO = -8.85 eV
Energy = -709.1555 a.u.
SMILES = C=C(N)CCCO.O.O.O.O.O
ΔE to the lowest compared entry with this formula, charge and spin = 410.11 kJ/mol

---

(8)
Computed, not measured: a structure of composition C10H10ClHfI in a non-equilibrium geometry, with the ωB97M-V functional and the def2-TZVPD basis.

Last column: Mulliken charge in e.
Geometry (Å):
C -0.5025 2.4621 -0.0115  -0.4495
C -1.0810 1.6094 -0.9761  -0.4483
C -0.0241 0.9960 -1.6870  -0.4418
H -2.1348 1.4364 -1.1169  0.3583
C 1.1981 1.4374 -1.1336  -0.5130
C 0.8891 2.3563 -0.1053  -0.3973
H 1.5985 2.8013 0.5676  0.5626
H -1.0391 3.0023 0.7465  0.4593
H -0.1316 0.2966 -2.4973  0.6408
H 2.1854 1.1094 -1.4127  0.3834
Hf 0.0710 0.1401 0.5091  0.3262
Cl -1.4499 0.7502 2.3844  -0.4243
C -0.0941 -2.0542 1.3815  -0.3766
C 0.9897 -2.0891 0.4773  -0.4011
C 0.4840 -1.8690 -0.8109  -0.5037
H 2.0271 -2.1622 0.7483  0.4349
C -0.9212 -1.7165 -0.7109  -0.3937
C -1.2778 -1.8404 0.6392  -0.4522
H -2.2588 -1.6946 1.0536  0.4388
H -0.0202 -2.0792 2.4535  0.4524
H 1.0700 -1.7785 -1.7108  0.5191
H -1.5949 -1.4919 -1.5212  0.5385
I 2.0168 0.3782 2.7332  -0.3128

Atoms 1-6, force components in eV/Å:
-0.1 0.4 0.0
0.1 0.3 -0.4
0.0 0.4 -0.8
-0.1 0.0 -0.1
0.0 0.2 -0.5
0.3 0.3 0.1

HOMO = -8.35 eV
Energy = -1193.0936 a.u.